No. 1
This record from the OMol25 dataset describes the molecule C4H7NO. The level of theory is ωB97M-V with the def2-TZVPD basis set.

For the HOMO-LUMO gap, the calculation gives 0.3815 hartree. The relative energy (zero: lowest compared OMol25 entry of this formula, charge and spin) is 22.1 kcal/mol.

Geometry (Å):
C -1.44 -1.48 -0.50
C -0.34 -0.53 -0.17
N 0.60 -0.19 -0.96
C 1.08 1.09 -0.46
C 0.58 1.14 0.99
O -0.50 0.19 0.98
H -1.08 -2.26 -1.17
H -2.18 -0.88 -1.04
H -1.91 -1.90 0.39
H 2.16 1.21 -0.56
H 0.59 1.86 -1.06
H 0.17 2.11 1.30
H 1.33 0.82 1.72

The net atomic charges from Mulliken, expressed in e, are: -0.976 0.632 -0.526 -0.364 -0.286 -0.364 0.324 0.230 0.303 0.303 0.235 0.238 0.252


No. 2
This record from the OMol25 dataset describes a 2-piece molecular cluster, C3H3NO2 overall. The level of theory is ωB97M-V with the def2-TZVPD basis set.

For the HOMO-LUMO gap (alpha / beta), the calculation gives 0.2885 / 0.2885 hartree. The relative energy (zero: lowest compared OMol25 entry of this formula, charge and spin) is 73.9 kcal/mol.

Geometry (Å):
C 0.50 -1.09 -0.03
C -2.20 0.76 0.05
C 1.38 0.03 -0.10
N -1.17 0.64 -0.51
O -3.24 0.94 0.56
O 0.12 -2.18 -0.05
H 2.48 -0.39 -0.02
H 1.05 0.54 0.86
H 1.08 0.74 -0.76

The net atomic charges from Mulliken, expressed in e, are: 0.688 0.501 -0.815 -0.693 -0.549 -0.196 0.282 0.343 0.438


No. 3
This record from the OMol25 dataset describes C24H28CuF4N6O3S2 as an isolated structure. The level of theory is ωB97M-V with the def2-TZVPD basis set.

As for the spin multiplicity: 2. For the HOMO-LUMO gap (alpha / beta), the calculation gives 0.2948 / 0.2817 hartree. The relative energy (zero: lowest compared OMol25 entry of this formula, charge and spin) is 0.0 kcal/mol.

Geometry (Å):
Cu 0.00 -0.67 1.37
C 1.43 -2.54 3.14
N 1.60 -1.18 2.61
C 2.89 -1.09 1.90
C 1.57 -0.17 3.70
C 1.09 1.16 3.14
N -0.17 0.90 2.46
C -1.31 1.44 2.97
C -2.45 0.67 3.28
F -2.38 -0.67 3.19
C -3.64 1.24 3.69
F -4.67 0.43 3.96
C -3.77 2.60 3.87
C -2.66 3.38 3.60
F -2.73 4.71 3.73
C -1.47 2.82 3.17
F -0.44 3.64 2.86
H 2.22 -2.77 3.86
H 1.48 -3.25 2.31
H 0.46 -2.62 3.63
H 3.71 -1.34 2.59
H 3.03 -0.09 1.52
H 2.89 -1.80 1.08
H 2.56 -0.12 4.17
H 0.85 -0.51 4.45
H 1.83 1.57 2.44
H 0.99 1.88 3.96
H -4.70 3.04 4.20
N 2.52 -0.61 -5.80
C 2.07 -1.19 -4.63
C 0.91 -1.97 -4.62
C 0.49 -2.60 -3.47
C 1.22 -2.45 -2.29
C 2.37 -1.68 -2.28
C 2.80 -1.06 -3.44
S 0.68 -3.25 -0.81
O 1.84 -3.46 0.01
O -0.12 -4.38 -1.19
N -0.21 -2.14 -0.02
C -1.38 -1.67 -0.50
N -1.80 -0.64 0.28
C -2.97 -0.08 0.02
C -3.74 -0.50 -1.05
C -3.19 -1.51 -1.84
N -2.03 -2.09 -1.59
H 1.84 -0.47 -6.53
H 3.17 0.16 -5.70
H 0.35 -2.10 -5.54
H -0.40 -3.22 -3.46
H 2.94 -1.57 -1.36
H 3.71 -0.48 -3.44
H -3.29 0.72 0.68
H -4.70 -0.07 -1.27
H -3.71 -1.86 -2.72
O 1.31 0.55 -0.14
S 1.21 2.04 -0.40
C 1.49 2.19 -2.20
C 0.14 2.43 -2.89
C -0.92 1.86 -1.95
C -0.55 2.41 -0.58
H 1.90 1.21 -2.45
H 2.24 2.95 -2.39
H 0.12 1.98 -3.88
H -0.02 3.51 -3.02
H -0.86 0.77 -1.94
H -1.93 2.14 -2.25
H -1.04 1.95 0.27
H -0.67 3.49 -0.52

The net atomic charges from Mulliken, expressed in e, are: -1.353 -1.190 1.014 -1.135 -1.055 -0.598 1.897 0.266 -0.300 -0.431 0.397 -0.333 -0.696 0.407 -0.321 -0.064 -0.403 0.384 0.180 0.353 0.400 0.311 0.078 0.378 0.368 0.300 0.484 0.508 -0.568 1.030 -0.857 -0.368 -0.477 0.117 -0.887 1.296 -0.827 -0.724 -0.187 0.969 0.269 0.167 -0.901 -0.359 -0.394 0.211 0.216 0.338 0.503 0.261 0.318 0.302 0.424 0.425 -0.492 0.148 0.195 -0.894 -0.176 0.418 -0.630 0.572 0.413 0.343 -0.227 0.570 -1.088 0.708


No. 4
This record from the OMol25 dataset describes the molecule C8H6O4. The level of theory is ωB97M-V with the def2-TZVPD basis set.

For the HOMO-LUMO gap, the calculation gives 0.3568 hartree. The relative energy (zero: lowest compared OMol25 entry of this formula, charge and spin) is 47.6 kcal/mol.

Geometry (Å):
O -3.65 0.36 0.81
C -2.90 -0.13 0.08
O -3.48 -1.06 -0.81
C -1.35 0.01 0.16
C -0.97 1.32 -0.10
C 0.35 1.67 -0.24
C 1.26 0.65 -0.16
C 0.92 -0.66 0.02
C -0.35 -0.99 0.31
O 2.11 -1.45 0.04
C 3.07 -0.49 0.27
O 2.66 0.67 -0.33
H -2.85 -1.59 -1.20
H -1.80 2.03 -0.28
H 0.54 2.67 -0.21
H -0.73 -1.92 0.52
H 4.05 -0.86 -0.21
H 3.11 -0.25 1.33

The net atomic charges from Mulliken, expressed in e, are: -0.427 0.336 -0.477 0.284 -0.457 -1.131 0.915 0.848 -1.138 -0.427 -0.147 -0.444 0.324 0.346 0.483 0.585 0.214 0.313


No. 5
This record from the OMol25 dataset describes a 2-piece molecular cluster, C2H4P2 overall. The level of theory is ωB97M-V with the def2-TZVPD basis set.

For the HOMO-LUMO gap, the calculation gives 0.3428 hartree. The relative energy (zero: lowest compared OMol25 entry of this formula, charge and spin) is 123.6 kcal/mol.

Geometry (Å):
C 0.50 0.62 -1.14
P -0.61 -0.35 -1.80
H 1.05 1.07 -1.87
H -1.41 -1.04 -2.78
H -0.98 -1.14 -0.68
C 0.53 0.38 2.97
P -0.69 -0.22 2.33
H 1.61 0.67 2.97

The net atomic charges from Mulliken, expressed in e, are: -0.473 0.238 0.231 0.045 -0.048 0.030 -0.323 0.300


No. 6
This record from the OMol25 dataset describes C27H25ClN2OPSeTl as an isolated structure. The level of theory is ωB97M-V with the def2-TZVPD basis set.

As for the total charge: +2. For the HOMO-LUMO gap, the calculation gives 0.2007 hartree.

Geometry (Å):
Tl -0.70 0.35 0.42
Cl -2.49 -0.49 -1.16
C 1.13 0.55 1.77
O 2.10 0.87 2.29
P 0.99 -1.24 -0.98
C 1.42 -0.67 -2.66
C 2.62 -1.73 -0.32
C 0.15 -2.86 -1.22
C 2.92 -3.03 0.12
C 4.17 -3.33 0.67
C 5.13 -2.32 0.81
C 4.83 -1.01 0.43
C 3.58 -0.71 -0.12
H 2.17 -3.81 0.02
H 4.40 -4.36 0.97
H 6.11 -2.56 1.22
H 5.58 -0.21 0.53
H 3.34 0.31 -0.40
C 0.60 0.29 -3.30
C 0.91 0.75 -4.58
C 2.05 0.27 -5.24
C 2.89 -0.66 -4.61
C 2.58 -1.12 -3.33
H -0.30 0.63 -2.78
H 0.24 1.48 -5.07
H 2.28 0.63 -6.25
H 3.78 -1.04 -5.12
H 3.24 -1.83 -2.84
C 0.19 -3.57 -2.43
C -0.47 -4.80 -2.56
C -1.21 -5.31 -1.48
C -1.30 -4.59 -0.28
C -0.63 -3.37 -0.16
H 0.75 -3.16 -3.27
H -0.39 -5.36 -3.50
H -1.71 -6.27 -1.57
H -1.88 -4.98 0.56
H -0.73 -2.79 0.76
H -2.87 1.53 -3.74
H -3.26 0.91 -3.56
C -3.45 1.42 2.00
N -2.66 2.62 2.24
C -1.79 3.26 1.38
Se -1.23 2.89 -0.37
N -1.33 4.31 2.08
C -2.01 4.50 3.27
C -2.00 5.51 4.22
C -2.86 5.42 5.32
C -3.72 4.33 5.44
C -3.75 3.32 4.47
C -2.88 3.42 3.39
H -3.26 0.72 2.83
H -3.18 0.97 1.02
H -4.51 1.71 2.02
H -0.63 4.98 1.67
H -1.30 6.33 4.05
H -2.87 6.18 6.10
H -4.37 4.29 6.31
H -4.41 2.44 4.51

The net atomic charges from Mulliken, expressed in e, are: 1.119 -0.358 0.123 -0.091 0.617 0.260 0.255 0.357 -0.255 -0.694 -0.461 -0.823 -0.295 0.379 0.416 0.406 0.417 0.511 -0.167 -0.712 -0.483 -0.764 -0.037 0.038 0.404 0.403 0.409 0.473 -0.183 -0.715 -0.493 -0.753 -0.025 0.377 0.419 0.405 0.400 0.244 0.036 -0.040 -0.885 0.332 -0.045 -0.013 0.010 0.158 -0.708 -0.590 -0.668 -0.544 0.857 0.404 0.176 0.397 0.352 0.399 0.423 0.423 0.406


No. 7
This record from the OMol25 dataset describes the molecule C12H9NO. The level of theory is ωB97M-V with the def2-TZVPD basis set.

For the HOMO-LUMO gap, the calculation gives 0.3055 hartree. The relative energy (zero: lowest compared OMol25 entry of this formula, charge and spin) is 25.1 kcal/mol.

Geometry (Å):
C 0.78 -0.30 3.11
C -0.04 -1.20 2.54
O -0.15 -1.44 1.24
C 0.74 -0.62 0.25
C 1.58 0.40 0.94
C 1.60 0.53 2.27
C 1.48 -1.68 -0.56
N 1.04 -1.85 -1.73
C 0.00 -0.94 -1.95
C -0.78 -0.78 -3.07
C -1.73 0.24 -3.07
C -1.88 1.09 -1.98
C -1.11 0.91 -0.83
C -0.19 -0.11 -0.82
H 0.80 -0.18 4.18
H -0.71 -1.84 3.10
H 2.15 1.03 0.28
H 2.22 1.29 2.74
H 2.29 -2.26 -0.14
H -0.66 -1.42 -3.93
H -2.37 0.38 -3.93
H -2.60 1.89 -2.01
H -1.23 1.55 0.03

The net atomic charges from Mulliken, expressed in e, are: -0.510 -0.300 -0.357 2.404 -1.112 -0.160 -0.573 -0.670 -0.266 -0.505 -0.359 -0.653 -0.475 -0.167 0.367 0.393 0.381 0.446 0.439 0.454 0.381 0.387 0.453


no.,electronic energy (a.u.)
1,-286.596497
2,-321.259838
3,-4321.913080
4,-609.360437
5,-761.057864
6,-4603.479779
7,-592.610652